84
Properties=species:S:1:pos:R:3:forces:R:3:lowdin_charge:R:1 method="wB97M-V/def2-TZVPD" de_lowest_ev=1.312 e_homo_ev=-8.1 e_tot_ev=-131591.5307 spin_multiplicity=1 e_lumo_ha=0.00607
Pb -0.922930 0.260914 1.726956 -0.88 0.56 -0.65 1.435
S 1.899875 1.324939 2.044530 -0.76 1.21 -0.79 0.916
C 3.168461 0.178095 1.627248 1.27 -0.39 1.12 -0.513
C 3.927020 -0.262883 2.757366 -0.07 0.25 -0.82 -0.078
C 5.046171 -1.069777 2.538596 0.04 -0.11 1.36 -0.072
C 5.470801 -1.320847 1.238206 0.63 -0.42 -0.72 -0.086
C 4.706909 -0.942884 0.157777 -1.08 0.40 0.19 -0.096
C 3.491149 -0.270991 0.361834 0.09 0.06 0.42 -0.418
As 2.204723 -0.024946 -1.040311 -0.62 -0.49 -0.72 1.362
C 3.530044 0.764311 -2.200001 1.04 0.93 -0.78 -0.386
C 4.309300 0.061961 -3.110341 0.06 2.06 -1.38 -0.105
C 5.044939 0.781095 -4.127681 -0.22 -1.65 0.37 -0.085
C 5.136098 2.149271 -4.112260 -0.91 0.12 1.07 -0.100
C 4.506991 2.829280 -3.034349 0.34 0.62 -0.21 -0.080
C 3.723315 2.184894 -2.095253 -0.10 -1.75 -0.59 -0.086
C 2.207680 -1.904527 -1.685583 -0.53 -0.34 1.23 -0.376
C 1.841910 -2.270784 -2.984839 0.29 -0.29 1.03 -0.134
C 1.936613 -3.597752 -3.357788 0.25 -1.20 0.14 -0.095
C 2.554201 -4.561854 -2.513665 -0.09 1.48 0.52 -0.082
C 2.804675 -4.185133 -1.178166 0.18 -0.93 0.08 -0.097
C 2.425212 -2.922460 -0.718889 1.10 0.89 -0.86 -0.116
H 3.602307 0.065401 3.744540 0.28 -0.24 -0.09 0.068
H 5.612420 -1.496459 3.421352 -0.69 0.74 -1.18 0.128
H 6.405293 -1.831091 0.990812 -0.23 0.02 0.53 0.110
H 4.944673 -1.170331 -0.875231 0.36 -0.17 0.23 0.101
H 4.278652 -0.994240 -3.189579 -0.17 -0.86 -0.04 0.075
H 5.482814 0.167344 -4.944040 -0.16 0.60 0.67 0.108
H 5.611092 2.722237 -4.896627 0.15 -0.12 0.04 0.097
H 4.647042 3.916557 -2.983867 -0.19 -0.43 0.12 0.106
H 3.212013 2.641473 -1.263250 0.12 0.66 -0.27 0.060
H 1.458016 -1.529720 -3.654578 -0.04 0.28 -0.44 0.101
H 1.508898 -3.900509 -4.307474 0.38 -0.03 -0.13 0.098
H 2.899030 -5.527477 -2.865089 -0.37 0.04 -0.10 0.093
H 3.370505 -4.870940 -0.486709 -1.00 0.60 -0.73 0.117
H 2.530796 -2.644230 0.339433 0.13 -0.26 -0.54 0.101
N -0.821523 3.065633 1.826687 -1.91 -0.04 1.33 -0.043
C -0.233089 3.854982 0.775544 0.19 2.43 -1.08 -0.189
C 1.213393 3.569093 0.302251 -0.62 -0.67 0.11 -0.434
O 1.742491 4.334832 -0.460395 -0.10 -1.37 1.12 0.122
O 1.750199 2.267217 0.564977 0.39 1.16 0.08 -0.476
H -1.856938 3.301125 1.932538 1.66 -0.64 -0.72 0.129
H -0.497695 3.295940 2.768705 0.49 0.11 -0.38 0.086
H -0.277406 5.014486 0.886715 0.28 -1.83 0.43 0.155
H -0.847144 3.766994 -0.145454 0.42 -0.60 0.43 0.127
C -2.702963 -4.458436 2.833974 -1.34 -1.49 -0.09 -0.061
C -2.323568 -3.247086 2.189198 1.32 3.72 -0.66 -0.218
N -1.996400 -2.185136 1.824321 -0.93 -2.92 0.59 0.094
H -3.818063 -4.628007 2.607825 1.81 -0.27 0.19 0.127
H -2.609225 -4.355730 3.909440 -0.03 0.30 0.19 0.087
H -1.999386 -5.280327 2.566724 -0.93 0.39 -0.18 0.104
O -1.730968 0.398518 3.976805 1.01 0.08 -0.75 -0.199
C -0.680770 0.458976 4.700573 -1.40 0.17 1.02 -0.586
C -0.892000 0.985541 6.126682 1.52 0.37 1.49 -0.070
C 0.547943 0.762416 6.747967 -1.18 -0.13 0.13 -0.091
C 1.383267 0.385805 5.551587 0.27 0.67 -1.57 -0.439
O 2.601417 0.423131 5.554202 -1.07 -0.48 -0.19 0.040
N 0.555529 0.153051 4.359952 0.67 0.21 1.85 0.073
H -1.666476 0.510215 6.763466 0.30 -0.03 -0.94 0.118
H -1.143782 2.072095 6.128764 0.17 -0.74 -0.33 0.121
H 0.568572 -0.055431 7.479136 -0.16 -0.09 -0.30 0.118
H 1.003777 1.589763 7.301746 -0.17 0.11 -0.45 0.117
C -7.234325 -0.277390 -4.058009 -0.79 -0.08 -1.31 -0.076
C -6.089610 0.074384 -3.210468 3.15 0.85 1.94 -0.256
C -5.981473 1.315148 -2.527337 -1.12 -0.19 -1.54 -0.014
C -4.959409 1.678257 -1.655769 -1.07 1.33 -0.29 -0.214
C -5.026289 3.038988 -0.944920 0.51 0.70 -0.27 -0.032
C -3.949879 0.789953 -1.447595 1.19 -1.74 0.61 -0.093
C -3.912670 -0.464678 -2.105885 -0.74 0.20 -0.52 -0.193
C -2.846298 -1.532575 -1.890825 -0.20 0.12 0.83 -0.033
C -4.952746 -0.775999 -2.993878 -1.23 0.02 -0.19 -0.005
C -2.882935 1.050254 -0.416036 1.27 0.69 0.25 -0.646
O -3.210394 0.876112 0.832726 1.29 0.00 -1.26 -0.176
O -1.731863 1.409113 -0.840150 -1.68 -0.83 1.39 -0.084
H -7.066665 -0.125815 -5.132120 0.33 0.43 0.09 0.083
H -8.141277 0.302541 -3.829403 0.29 -0.36 0.16 0.085
H -7.432768 -1.343845 -4.063109 -0.28 -0.22 0.56 0.073
H -6.712700 2.083526 -2.823556 0.06 -0.34 0.55 0.116
H -6.006035 3.559648 -1.059106 0.54 -0.78 0.33 0.082
H -4.296781 3.815792 -1.285862 -0.25 -0.86 -0.40 0.087
H -4.715795 2.935277 0.100315 -0.62 -0.17 0.05 0.065
H -2.426143 -1.479542 -0.832735 -0.57 -0.34 -1.35 0.068
H -2.019518 -1.396935 -2.590362 0.08 0.05 0.10 0.078
H -3.317023 -2.523174 -2.116891 0.59 0.71 0.51 0.084
H -4.933305 -1.756636 -3.506036 0.00 0.53 0.35 0.115

=====

87
Properties=species:S:1:pos:R:3:forces:R:3:lowdin_charge:R:1 method="wB97M-V/def2-TZVPD" de_lowest_ev=0.160 e_homo_ev="-1.7 / -2.4" e_tot_ev=-99799.6320 charge=-2 spin_multiplicity=3 e_lumo_ha="0.14868 / 0.14863"
Mo 0.046034 1.602721 -0.072901 0.49 0.62 -0.16 0.340
S 2.601368 1.386722 0.140848 -0.11 0.02 -0.15 0.568
C 2.354555 1.819298 1.775206 -0.05 0.04 0.04 -1.107
S 0.688827 1.998494 2.210359 0.04 -0.06 0.08 0.551
C 3.382075 1.972782 2.702081 0.05 -0.01 0.01 -0.396
C 3.120633 2.273334 4.067155 -0.05 -0.04 -0.05 -0.280
N 2.918825 2.498494 5.181520 0.03 0.02 0.03 0.112
C 4.743456 1.790191 2.335345 -0.02 0.02 0.01 -0.289
N 5.857040 1.637921 2.069474 0.01 -0.02 0.00 0.118
Te -2.380637 1.946992 -0.625444 -0.31 0.14 -0.03 0.303
F -2.117086 8.773737 0.348532 0.03 -0.04 -0.01 0.085
C -1.452611 7.655671 -0.003501 -0.01 0.00 0.01 -0.154
C -1.607431 7.116248 -1.265577 -0.02 0.00 0.01 -0.154
F -2.433187 7.715835 -2.145151 0.02 0.00 0.02 0.086
C -0.923136 5.966425 -1.614401 -0.03 -0.01 -0.04 -0.257
F -1.127886 5.500919 -2.855271 0.02 0.01 0.06 0.062
C -0.054355 5.303579 -0.744018 -0.29 -0.08 -0.05 -0.573
S 0.844911 3.892914 -1.234692 0.30 -0.20 0.11 0.488
C 0.077493 5.884782 0.520713 0.07 0.00 0.05 -0.246
F 0.902706 5.355183 1.424799 -0.06 0.01 -0.05 0.074
C -0.602846 7.031876 0.890791 0.00 0.01 0.01 -0.150
F -0.437498 7.560504 2.116081 -0.01 -0.02 -0.04 0.094
C -3.807999 -1.126715 -2.598077 -0.02 0.03 0.00 -0.084
C -3.247232 -1.970774 -1.453590 0.04 -0.06 -0.04 -0.370
C -3.805805 -3.395771 -1.531647 0.02 0.00 0.00 -0.066
C -3.518209 -1.370203 -0.084969 -0.04 0.00 -0.02 -0.179
C -4.813654 -0.988324 0.229848 -0.02 0.04 0.02 -0.066
C -5.089838 -0.380463 1.440889 0.02 0.00 -0.03 -0.091
C -4.080079 -0.219886 2.369278 0.01 -0.06 0.02 -0.060
C -2.774385 -0.660962 2.137301 -0.03 0.01 0.06 -0.118
C -1.763422 -0.498208 3.279815 -0.06 0.04 -0.01 -0.344
C -0.488513 -1.338383 3.205840 0.03 0.00 0.03 -0.079
C -2.420736 -0.798423 4.638126 0.01 0.02 -0.03 -0.085
C -2.496281 -1.185342 0.865571 0.08 0.01 0.06 -0.178
N -1.172152 -1.520752 0.473648 -0.04 0.02 -0.13 -0.016
B -0.103347 -0.646796 -0.041791 0.00 -0.51 -0.01 -0.574
N 0.845171 -1.666225 -0.529455 -0.01 0.03 0.03 0.021
C 0.346084 -2.948621 -0.311433 -0.06 -0.02 -0.08 -0.088
C -0.850807 -2.860784 0.287268 -0.03 0.03 0.03 -0.105
C 2.080003 -1.534900 -1.224867 -0.08 0.01 -0.06 -0.165
C 2.084789 -1.020695 -2.526792 0.00 0.04 -0.01 -0.139
C 3.305288 -0.884639 -3.185614 -0.01 0.04 0.02 -0.046
C 4.485829 -1.266192 -2.581442 -0.01 -0.03 0.03 -0.080
C 4.457708 -1.826120 -1.312498 0.04 0.05 -0.02 -0.042
C 3.267105 -1.977911 -0.616070 0.08 0.00 0.00 -0.137
C 3.262604 -2.579646 0.779390 -0.06 -0.07 0.07 -0.357
C 3.148687 -1.506843 1.861563 -0.02 -0.02 0.04 -0.057
C 4.472023 -3.471391 1.063508 -0.02 0.02 -0.01 -0.090
C 0.812213 -0.644308 -3.263611 0.00 0.00 0.03 -0.374
C 0.565004 -1.598534 -4.435009 -0.02 -0.01 0.00 -0.066
C 0.836267 0.805697 -3.743611 0.05 0.02 0.03 -0.065
H -3.502775 -1.555640 -3.555858 -0.01 -0.01 -0.02 0.073
H -3.441118 -0.101282 -2.546139 0.00 -0.03 0.00 0.001
H -4.900647 -1.098882 -2.579804 -0.01 0.00 -0.01 0.067
H -2.167720 -2.028464 -1.592875 0.00 0.03 0.02 0.116
H -4.895886 -3.386961 -1.444891 -0.01 0.01 0.01 0.073
H -3.412458 -4.022729 -0.730792 0.01 -0.01 0.00 0.064
H -3.545522 -3.858336 -2.487004 0.00 0.00 -0.01 0.073
H -5.603076 -1.119636 -0.500871 0.00 0.01 0.00 0.104
H -6.087422 -0.017421 1.656897 -0.01 -0.01 0.01 0.095
H -4.313515 0.274215 3.300902 -0.02 -0.01 0.02 0.096
H -1.459638 0.554978 3.283335 0.02 -0.03 -0.02 0.100
H -0.716151 -2.395975 3.049861 0.00 -0.02 0.00 0.085
H 0.047647 -1.240228 4.152119 0.01 0.00 0.01 0.081
H 0.180351 -1.009416 2.419156 0.00 -0.02 0.04 0.028
H -2.812027 -1.819652 4.651226 0.00 -0.01 0.01 0.085
H -3.236030 -0.123844 4.890620 -0.01 0.02 0.01 0.055
H -1.672520 -0.710173 5.426865 0.00 0.01 0.01 0.072
H 0.880546 -3.830102 -0.627670 0.01 0.00 0.02 0.120
H -1.509274 -3.653323 0.603659 -0.01 -0.01 0.00 0.116
H 3.324382 -0.466400 -4.185684 -0.01 0.00 0.00 0.105
H 5.430800 -1.132401 -3.093923 0.01 0.00 0.00 0.094
H 5.389835 -2.120498 -0.850245 0.01 -0.02 0.02 0.099
H 2.376255 -3.212125 0.864557 0.05 0.04 -0.01 0.109
H 4.013350 -0.842250 1.834406 0.02 0.03 0.00 0.071
H 3.100114 -1.976604 2.847706 0.00 0.00 0.02 0.086
H 2.257620 -0.897265 1.723440 0.03 -0.02 0.01 0.038
H 5.381346 -2.880928 1.193434 0.02 0.01 -0.01 0.074
H 4.644609 -4.197098 0.265653 -0.01 -0.01 -0.01 0.075
H 4.305954 -4.017602 1.994484 0.01 0.01 0.01 0.072
H -0.024754 -0.750118 -2.574267 -0.01 0.02 0.04 0.102
H 1.346023 -1.500342 -5.194129 0.01 0.00 0.01 0.070
H -0.394224 -1.373484 -4.907815 0.00 0.00 -0.01 0.071
H 0.548306 -2.637665 -4.100205 -0.01 -0.01 0.01 0.076
H 1.599960 0.953774 -4.512476 -0.02 0.00 -0.03 0.073
H 1.061999 1.497304 -2.929977 -0.03 0.00 0.02 0.028
H -0.131878 1.094082 -4.157227 0.00 -0.01 -0.01 0.082

=====

86
Properties=species:S:1:pos:R:3:forces:R:3:lowdin_charge:R:1 method="wB97M-V/def2-TZVPD" e_homo_ev=-12.9 e_tot_ev=-82654.1777 charge=+2 spin_multiplicity=1 e_lumo_ha=-0.37107
C 6.836163 0.210588 0.523567 0.90 -0.87 1.11 -0.129
N 5.428249 0.704807 0.415394 0.82 0.65 -0.67 -0.143
C 5.196501 1.479242 -0.850899 -0.72 0.74 0.97 -0.172
C 3.583574 1.649894 -0.959421 -1.58 1.16 -0.52 0.021
C 3.033890 3.098913 -1.031682 -2.17 -2.33 -0.76 -0.090
C 3.917093 4.440902 -1.052335 -0.43 -0.05 0.26 -0.113
C 3.876482 5.053875 0.449867 -0.67 -0.26 -0.71 -0.141
O 3.562949 3.938867 1.365207 -1.32 2.11 1.05 -0.137
C 2.636325 4.413010 2.368349 1.60 0.08 4.53 -0.230
O 2.952254 4.503147 3.581179 -1.22 -0.67 -5.62 0.079
C 1.466872 3.312792 -1.089922 0.93 -2.33 -1.19 -0.026
C 0.508608 2.082349 -1.119853 2.04 -1.47 -0.49 -0.107
C 1.100489 0.619693 -1.091588 1.51 2.05 0.24 0.041
C 2.654222 0.356746 -0.986501 -2.06 2.65 -0.32 0.028
C 3.225876 -1.129308 -0.910496 0.46 0.12 0.44 -0.138
C 4.276862 -1.512756 -2.066630 0.05 -0.38 0.39 -0.241
C 3.799744 -1.141251 -3.559277 0.50 -0.45 0.79 -0.527
Cl 3.915494 -2.701730 -4.558859 -0.14 1.34 0.47 0.503
C 0.027005 -0.588048 -1.177624 -0.18 -1.73 -0.94 -0.233
O 0.196093 -1.592725 -1.905027 -0.33 3.92 2.63 0.085
C -1.313761 -0.384667 -0.302965 -1.34 0.28 1.42 0.056
C -1.877279 1.088476 -0.333539 -0.74 -0.32 0.54 0.011
C -3.177467 1.507304 0.435631 0.68 -3.11 -0.16 -0.150
N -3.719938 2.885876 0.471492 1.53 -1.48 3.64 0.097
C -3.468151 3.437196 1.670564 0.09 -0.31 -0.51 -0.278
C -4.218752 4.756555 2.169319 0.52 -0.29 0.14 -0.047
C -2.352276 2.835610 2.689993 -0.73 0.37 0.34 -0.037
C -3.905554 0.351482 1.196429 3.02 -0.77 -1.72 0.071
C -3.348611 -1.126130 1.231760 0.74 1.79 -1.26 -0.036
C -4.249211 -2.159911 2.056192 -0.77 1.03 0.02 -0.098
C -3.985057 -1.909702 3.619597 0.95 0.15 1.65 -0.389
C -2.965350 -2.936879 4.310961 1.12 0.22 -1.38 -0.060
O -5.203705 -1.902128 4.427301 1.15 -0.16 -0.40 -0.079
C -2.005185 -1.548576 0.497569 -0.95 4.52 0.03 0.057
C -1.402559 -3.016896 0.533453 0.38 -1.94 -1.95 -0.320
F -1.797355 -3.824233 1.633095 0.65 2.15 -1.83 0.042
F 0.050952 -3.046085 0.550318 -2.92 0.78 0.46 0.001
C -1.805463 -3.788404 -0.834935 -0.46 -2.08 -3.58 -0.066
C -0.710884 -4.631003 -1.596216 -2.38 -0.16 -1.57 0.009
C -0.997667 -5.373832 -2.946692 -2.78 2.40 2.42 -0.025
C -2.419451 -5.269434 -3.557719 0.71 1.59 2.89 0.017
C -3.536130 -4.453027 -2.833491 3.14 0.13 1.06 -0.037
C -5.014648 -4.365756 -3.466918 0.31 -1.48 0.75 -0.373
F -5.055203 -5.061238 -4.714989 -0.13 2.27 2.92 0.059
F -5.868333 -5.101923 -2.581517 1.46 2.07 -2.18 0.054
F -5.500289 -3.041013 -3.579763 0.99 -3.32 0.02 0.072
C -3.221214 -3.717932 -1.476583 2.49 -1.41 -1.14 0.067
C -1.093419 2.203385 -1.177050 -0.11 -2.08 1.25 -0.251
O -1.680149 3.095182 -1.875409 2.30 -0.84 0.00 -0.075
H 7.206525 -0.315325 -0.429467 -0.65 1.04 1.33 0.093
H 6.850003 -0.595799 1.351083 -0.01 1.24 -1.33 0.099
H 7.584204 1.019232 0.888167 -1.10 -1.19 -0.98 0.100
H 5.309443 1.384049 1.197473 -0.13 -0.78 -0.82 0.119
H 5.722564 2.493752 -0.711693 -1.06 -1.24 -0.68 0.119
H 5.642992 0.993072 -1.781512 -0.78 0.42 1.38 0.124
H 3.442936 5.235455 -1.750305 0.65 -1.48 1.05 0.123
H 4.982140 4.289228 -1.442975 -1.66 -0.04 0.72 0.118
H 4.866166 5.533093 0.753694 -1.51 -0.56 -0.40 0.151
H 2.987777 5.796978 0.484947 1.66 -0.92 0.03 0.133
H 1.562587 4.695965 2.074224 1.56 -0.43 -0.32 0.158
H 1.034046 4.385767 -1.132711 0.73 -1.73 0.57 0.101
H 3.799157 -1.205024 0.091863 -0.89 0.35 -1.58 0.134
H 2.431890 -1.948611 -0.884658 0.65 1.64 -0.15 0.115
H 5.296285 -1.069253 -1.778481 -1.53 -0.58 -0.77 0.087
H 4.416781 -2.660830 -2.016258 -0.31 1.97 0.00 0.110
H 2.701933 -0.822054 -3.593550 1.67 -0.35 0.01 0.070
H 4.527287 -0.383839 -4.005523 -1.30 -1.03 0.37 0.080
H -4.386382 4.711266 3.313449 0.35 -0.20 -1.88 0.099
H -3.523994 5.671358 2.014294 -1.24 -1.46 0.05 0.100
H -5.240772 4.886026 1.674528 1.69 -0.12 0.46 0.093
H -1.358070 2.655522 2.154999 -1.40 0.32 0.68 0.077
H -2.212912 3.545507 3.588881 -0.15 -1.01 -1.62 0.095
H -2.680070 1.829876 3.136711 0.36 1.46 -0.81 0.084
H -4.871892 0.602171 1.771290 1.73 -0.54 -1.05 0.143
H -4.169341 -3.245149 1.716132 0.25 1.55 0.58 0.126
H -5.349108 -1.846155 1.861970 1.78 -0.45 0.33 0.143
H -3.532699 -0.846710 3.728489 -0.54 -1.57 -0.35 0.132
H -3.216417 -4.025951 4.051437 0.19 1.65 0.58 0.101
H -1.923059 -2.724339 3.846717 -1.60 -0.48 0.82 0.084
H -2.833505 -2.786334 5.438519 -0.54 -0.14 -1.61 0.094
H -4.876715 -1.962352 5.360278 -0.60 0.03 -1.19 0.101
H 0.372548 -4.729251 -1.211329 -2.16 0.34 -0.47 0.109
H -0.142784 -5.973506 -3.436847 -1.75 1.13 0.84 0.109
H -2.620643 -5.790883 -4.549817 0.11 0.88 1.62 0.110
H -4.011102 -3.093804 -0.921704 1.15 -1.16 -1.20 0.111
Mg -0.140437 3.595543 -3.411653 -0.54 -0.83 2.28 1.435